{"formula": "C4H8O", "method": "ωB97M-V/def2-TZVPD", "de_lowest_kj_mol": 442.5, "homo_lumo_gap_ev": 9.18, "symbols": ["C", "C", "C", "C", "O", "H", "H", "H", "H", "H", "H", "H", "H"], "coordinates": [[-0.24925, 1.88661, -0.67265], [-0.65049, -0.45597, 0.17144], [0.39964, -1.08539, -0.43161], [0.69485, -1.58379, 0.94104], [-0.43267, -0.78478, 1.45696], [-1.20446, 2.05319, -0.12535], [0.47135, 2.42239, -0.05358], [-0.42603, 2.35316, -1.65015], [-1.61933, -0.06433, -0.09149], [0.50665, -1.57116, -1.38588], [0.44555, 0.77721, -0.72771], [1.62588, -1.24506, 1.39375], [0.47928, -2.63074, 1.16538]], "atomic_forces_ev_per_a": [[2.2, -0.7, -0.3], [-0.7, -2.6, -0.7], [-1.5, -1.0, 0.7], [0.6, -0.3, 0.9], [0.5, 0.1, 0.2], [0.6, -1.2, -0.2], [0.1, 0.8, -0.4], [0.6, 0.0, 0.2], [0.2, 0.4, -0.1], [0.2, 0.5, -0.2], [-3.1, 4.1, -0.3], [0.0, -0.2, 0.2], [0.1, 0.1, -0.1]]}

=====

{"formula": "C39H29BiClN2S5", "method": "ωB97M-V/def2-TZVPD", "total_charge": -1, "homo_lumo_gap_ev": 5.19, "symbols": ["Bi", "S", "C", "C", "C", "C", "C", "C", "S", "C", "C", "C", "C", "C", "C", "C", "S", "C", "C", "C", "C", "C", "C", "S", "N", "H", "H", "H", "H", "H", "H", "H", "H", "H", "H", "H", "H", "H", "H", "H", "S", "C", "C", "C", "C", "C", "C", "N", "C", "C", "C", "C", "C", "C", "C", "H", "H", "H", "H", "H", "H", "H", "H", "Cl", "C", "C", "C", "C", "C", "C", "C", "H", "H", "H", "H", "H", "H"], "coordinates": [[0.61924, -0.34211, -1.33257], [3.07977, -0.53765, -2.52752], [4.33166, 0.33753, -1.65099], [5.44065, 0.72823, -2.42791], [6.52509, 1.39016, -1.89306], [6.56331, 1.69477, -0.53532], [5.49576, 1.31593, 0.25257], [4.38357, 0.65950, -0.28008], [3.08475, 0.23499, 0.85806], [2.35997, 1.89304, 1.14309], [1.06362, 1.70549, 1.88606], [1.01889, 1.56536, 3.26885], [-0.20784, 1.32113, 3.86585], [-1.33230, 1.17695, 3.06871], [-1.19707, 1.28620, 1.68955], [-2.31657, 0.99625, 0.74350], [-2.16540, -0.51091, -0.37843], [-2.13965, -2.02975, 0.41980], [-3.36401, -2.71961, 0.49878], [-3.49462, -4.00795, 0.93834], [-2.28757, -4.70788, 1.26795], [-1.07415, -4.13159, 1.20113], [-0.84307, -2.68538, 0.84997], [0.47238, -2.75141, -0.54048], [-0.02444, 1.59678, 1.12695], [5.42016, 0.49179, -3.48391], [7.35003, 1.66719, -2.53875], [7.41238, 2.20626, -0.10075], [5.50576, 1.51757, 1.31757], [2.15498, 2.35353, 0.17634], [3.06333, 2.51055, 1.70171], [1.92865, 1.63323, 3.85107], [-0.28537, 1.20677, 4.93976], [-2.29592, 0.94947, 3.50420], [-2.36710, 1.78807, -0.00914], [-3.27530, 0.94380, 1.25970], [-4.24533, -2.17695, 0.16612], [-4.45541, -4.50184, 0.97258], [-2.34433, -5.75049, 1.56675], [-0.18473, -4.70557, 1.44172], [-1.43216, 2.68123, -5.03567], [-1.37289, 3.84949, -3.75808], [-1.66442, 5.21014, -3.78602], [-1.53337, 5.92794, -2.61253], [-1.12016, 5.30417, -1.42871], [-0.83245, 3.95459, -1.39884], [-0.96124, 3.22059, -2.57855], [-0.71355, 1.86482, -2.69979], [-0.90855, 1.44558, -3.90482], [-0.71605, 0.04674, -4.32350], [-1.11257, -0.33445, -5.60584], [-0.95371, -1.64117, -6.02922], [-0.40144, -2.57297, -5.16264], [-0.01311, -2.19375, -3.88460], [-0.15499, -0.88399, -3.43670], [-1.98170, 5.69508, -4.69994], [-1.75312, 6.98783, -2.61003], [-1.02568, 5.89104, -0.52400], [-0.51344, 3.44705, -0.49680], [-1.55867, 0.38837, -6.28046], [-1.26574, -1.92982, -7.02499], [-0.27619, -3.60207, -5.47740], [0.39141, -2.94090, -3.21245], [-2.61113, -3.07866, 7.43901], [-1.90384, -2.76256, 5.86898], [-2.67367, -2.16964, 4.88269], [-2.10460, -1.91076, 3.64634], [-0.77701, -2.23809, 3.37350], [-0.13472, -1.97611, 2.03455], [-0.04266, -2.85255, 4.38314], [-0.58908, -3.11434, 5.63225], [-3.70920, -1.92629, 5.07897], [-2.71232, -1.48224, 2.85927], [-0.13325, -0.90637, 1.81689], [0.91132, -2.28463, 2.08114], [0.98531, -3.13569, 4.18800], [-0.00512, -3.58906, 6.40909]], "atomic_forces_ev_per_a": [[0.1, -0.1, 0.0], [0.0, 0.0, 0.1], [0.0, 0.0, 0.0], [0.0, 0.0, 0.0], [0.0, 0.0, 0.0], [0.0, 0.0, 0.0], [0.0, 0.0, 0.0], [0.0, 0.0, -0.1], [0.0, 0.0, 0.0], [-0.1, 0.1, 0.0], [0.0, 0.0, -0.1], [0.0, 0.0, 0.0], [0.0, 0.0, -0.1], [0.0, 0.0, 0.1], [0.0, -0.1, -0.1], [0.0, 0.1, 0.0], [0.0, 0.2, -0.1], [0.0, -0.2, 0.3], [0.0, 0.1, -0.1], [0.1, -0.1, 0.1], [-0.1, 0.0, -0.1], [0.0, 0.1, 0.0], [-0.2, 0.0, 0.1], [0.1, 0.1, -0.2], [0.0, 0.0, -0.1], [0.0, 0.0, 0.0], [0.0, 0.0, 0.0], [0.0, 0.0, 0.0], [0.0, 0.0, 0.0], [0.0, 0.0, 0.0], [0.0, 0.0, 0.0], [0.0, 0.0, 0.0], [0.0, 0.0, 0.0], [0.0, 0.0, 0.0], [0.0, 0.0, 0.0], [0.0, -0.1, 0.0], [0.0, 0.0, 0.0], [0.0, 0.0, 0.0], [0.0, 0.0, 0.0], [0.0, 0.0, 0.0], [0.0, 0.1, 0.0], [0.0, 0.0, 0.0], [0.0, 0.0, 0.0], [0.0, 0.0, 0.0], [0.0, 0.0, 0.0], [0.0, 0.0, 0.0], [0.0, -0.1, 0.1], [0.0, 0.0, -0.1], [0.0, -0.1, 0.1], [0.0, 0.1, 0.0], [0.0, 0.0, 0.0], [0.0, 0.0, 0.0], [0.0, 0.0, 0.0], [0.0, 0.0, 0.0], [0.0, 0.0, 0.0], [0.0, 0.0, 0.0], [0.0, 0.0, 0.0], [0.0, 0.0, 0.0], [0.0, 0.0, 0.0], [0.0, 0.0, 0.0], [0.0, 0.0, 0.0], [0.0, 0.0, 0.0], [0.0, 0.0, 0.0], [0.0, 0.0, 0.0], [0.0, 0.0, 0.0], [0.0, 0.0, 0.0], [-0.1, 0.0, -0.1], [0.0, 0.0, 0.0], [0.0, 0.0, -0.1], [0.0, 0.1, 0.0], [0.0, 0.0, 0.0], [0.0, 0.0, 0.0], [0.0, 0.0, 0.0], [0.1, 0.1, 0.0], [0.0, -0.1, 0.0], [0.0, 0.0, 0.0], [0.0, 0.0, 0.0]]}

=====

Number 1: LUMO level 1.01 eV. Number 2: LUMO level 2.18 eV.